This record from the OMol25 dataset describes 3 unconnected molecules or ions with the total composition C19H24O10PS at a distorted geometry. The level of theory is ωB97M-V/def2-TZVPD.

Each atom is followed by the atoms it is bonded to, with distances in Å.
Positions of all 55 atoms, in Å:
1 C -2.36356 -2.95907 -2.19424  C2 1.666, H12 1.184, H13 1.193, H14 1.187
2 C -0.88810 -2.18782 -2.24756  C1 1.666, O3 1.497, C4 1.672, H15 1.183
3 O -0.68120 -1.80158 -3.67848  C2 1.497, H16 1.021
4 C -0.98439 -0.77624 -1.35579  C2 1.672, C5 1.641, H17 1.194, H18 1.171
5 C 0.46217 -0.00475 -1.28194  C4 1.641, C6 1.672, P10 1.921
6 C 0.81303 0.21882 0.33734  C5 1.672, C7 1.643, H19 1.191, H20 1.194
7 C 1.39994 -1.13214 1.06500  C6 1.643, C8 1.672, H21 1.185, H22 1.188
8 C 1.42205 -0.79757 2.70320  C7 1.672, S9 1.875, H23 1.174, H24 1.192
9 S 0.30322 -1.99598 3.61360  C8 1.875, H25 1.409
10 P 0.37234 1.78428 -1.97516  C5 1.921, O11 1.582, H26 1.448, H27 1.470
11 O -1.09324 2.30688 -2.25825  P10 1.582
12 H -2.32213 -3.96493 -1.57034  C1 1.184
13 H -3.11534 -2.21755 -1.63855  C1 1.193
14 H -2.78109 -3.14218 -3.29014  C1 1.187
15 H -0.01148 -2.87426 -1.84798  C2 1.183
16 H 0.21908 -2.16092 -3.99994  O3 1.021
17 H -1.30159 -1.14198 -0.26463  C4 1.194
18 H -1.86202 -0.14586 -1.80631  C4 1.171
19 H -0.10796 0.68872 0.92947  C6 1.191
20 H 1.70825 1.00858 0.34449  C6 1.194
21 H 2.52914 -1.36131 0.79006  C7 1.185
22 H 0.70578 -2.07085 0.84623  C7 1.188
23 H 2.51392 -0.72737 3.12970  C8 1.174
24 H 0.93804 0.28256 2.84804  C8 1.192
25 H -0.91702 -1.34113 3.87179  S9 1.409
26 H 1.27395 1.87862 -3.10408  P10 1.448
27 H 0.92840 2.68613 -0.95657  P10 1.470
28 C -6.19000 -1.96686 3.98872  C29 1.334, C34 1.471, H38 1.083
29 C -6.17609 -2.65590 2.84603  C28 1.334, C30 1.489, O37 1.383
30 C -4.97403 -2.67235 1.96715  C29 1.489, O31 1.226, C32 1.471
31 O -4.98437 -3.33002 0.93256  C30 1.226
32 C -3.80562 -1.88066 2.38267  C30 1.471, C33 1.334, H39 1.082
33 C -3.82099 -1.18892 3.52367  C32 1.334, C34 1.489, O36 1.383
34 C -5.01284 -1.19489 4.41563  C28 1.471, C33 1.489, O35 1.226
35 O -4.99035 -0.56400 5.46712  C34 1.226
36 O -2.72737 -0.44058 3.91887  C33 1.383, H40 0.982
37 O -7.27969 -3.38171 2.43690  C29 1.383, H41 0.982
38 H -7.05614 -1.94794 4.63815  C28 1.083
39 H -2.94517 -1.88704 1.72591  C32 1.082
40 H -2.98419 -0.03596 4.77609  O36 0.982
41 H -7.02064 -3.79111 1.58275  O37 0.982
42 C 6.47384 3.01348 -2.72460  C43 1.334, C48 1.471, H52 1.083
43 C 5.87489 2.34615 -1.73635  C42 1.334, C44 1.489, O51 1.383
44 C 4.54906 2.77137 -1.20815  C43 1.489, O45 1.226, C46 1.471
45 O 4.01469 2.12710 -0.31239  C44 1.226
46 C 3.92760 3.97093 -1.79076  C44 1.471, C47 1.334, H53 1.082
47 C 4.52834 4.64012 -2.77663  C46 1.334, C48 1.489, O50 1.383
48 C 5.84080 4.19872 -3.32322  C42 1.471, C47 1.489, O49 1.226
49 O 6.35961 4.82370 -4.24212  C48 1.226
50 O 3.95118 5.76985 -3.32690  C47 1.383, H54 0.982
51 O 6.46501 1.23275 -1.16694  C43 1.383, H55 0.982
52 H 7.43648 2.71413 -3.11961  C42 1.083
53 H 2.97243 4.27933 -1.38547  C46 1.082
54 H 4.57720 6.07079 -4.02119  O50 0.982
55 H 5.83618 0.92840 -0.47686  O51 0.982

* charge: -1
* frontier orbital gap: 2.93 eV
* E_HOMO: -2.8281 eV
* multiplicity: 1

Mulliken population analysis, charges in e, atoms 1 to 5:
1 C -0.91
2 C 0.38
3 O -0.56
4 C 0.06
5 C -0.42